*i*
Density functional theory data (wB97M-V/def2-TZVPD) for C5H15N3 as an isolated structure.

Each line ends with the Mulliken charge.
Element x y z (Å)
N1 -0.65703 -1.14925 -1.62581  -0.844
N2 1.47030 0.63201 1.01902  -0.716
N3 -0.11742 -0.15936 -0.73218  0.270
C1 -1.29141 1.53154 1.48567  -1.055
C2 -0.00206 1.05628 -1.53764  -1.218
C3 1.35548 -1.99561 0.32985  -1.228
C4 -1.22320 0.25158 0.69266  -0.337
C5 1.55252 -0.49202 0.25839  0.351
H1 -1.01259 2.39510 0.88088  0.242
H2 -1.00085 -1.93158 -1.07742  0.240
H3 0.36073 -2.20196 0.72926  0.279
H4 2.08585 -2.40454 1.02613  0.449
H5 -1.49186 -0.79330 -2.09027  0.248
H6 0.39610 1.86575 -0.93341  0.392
H7 -2.12322 0.19617 0.06642  0.410
H8 -2.30142 1.66775 1.88826  0.385
H9 1.60453 -2.45559 -0.62791  0.251
H10 1.94351 1.40254 0.54481  0.201
H11 -0.98397 1.43287 -1.84564  0.386
H12 2.67043 -0.54059 0.27559  0.364
H13 -1.19538 -0.62646 1.32912  0.257
H14 0.61298 0.86182 -2.41825  0.364
H15 -0.65200 1.45685 2.36245  0.306

* HOMO-LUMO gap: 8.1 eV
* E_HOMO: -7.18 eV

*ii*
Density functional theory data (wB97M-V/def2-TZVPD) for C5H15N3 as an isolated structure.

Each line ends with the Mulliken charge.
Element x y z (Å)
N1 1.24703 -0.35722 -1.43167  -0.589
N2 -1.81132 -3.11037 0.35271  -0.622
N3 -0.30667 1.55742 1.60591  -0.553
C1 0.11907 1.61461 0.22348  0.004
C2 -0.86408 -0.64046 -0.27872  -0.922
C3 0.50847 -0.18773 -0.24637  0.028
C4 1.35926 2.46262 -0.01876  -1.419
C5 -0.70602 -2.46444 -0.29656  -0.630
H1 -2.69740 -2.79987 -0.03186  0.251
H2 1.25098 3.47269 0.39706  0.412
H3 0.22679 -2.81891 0.14236  0.358
H4 2.21753 -0.09009 -1.36043  0.258
H5 -0.71495 1.99347 -0.37465  0.352
H6 1.55611 2.57678 -1.08546  0.323
H7 -0.62757 2.45836 1.95123  0.254
H8 1.07083 -0.55262 0.61530  0.397
H9 0.45984 1.25463 2.19806  0.222
H10 -0.69717 -2.69494 -1.36149  0.343
H11 2.23717 2.00419 0.44581  0.286
H12 0.81364 0.05340 -2.24799  0.224
H13 -1.41626 -0.44369 0.63392  0.414
H14 -1.40715 -0.36885 -1.18131  0.366
H15 -1.81812 -2.91897 1.34944  0.242

* HOMO-LUMO gap: 8.5 eV
* E_HOMO: -7.45 eV

The energy of each structure relative to the most stable one, in kJ/mol, is as follows: *i* 450.3; *ii* 0.0.

*i*
Density functional theory data (wB97M-V/def2-TZVPD) for a 3-piece molecular cluster, C5H15N3 overall.

Each line ends with the Mulliken charge.
Element x y z (Å)
N1 1.44535 -1.66763 0.21604  -0.152
N2 1.04080 -0.51318 0.39633  -0.507
N3 -2.01919 0.04609 1.50702  -0.713
C1 1.00179 0.95428 -1.82902  0.392
C2 0.83399 -0.10955 -2.89597  -1.260
C3 -0.21377 1.84775 -1.66932  -1.239
C4 -1.52092 -0.67177 3.75270  -1.054
C5 -1.16754 -0.30984 2.35721  0.292
H1 -0.07539 2.53543 -0.83648  0.325
H2 -1.02714 0.01021 4.44873  0.268
H3 -1.62676 0.37768 0.62771  0.333
H4 -0.09418 -0.29981 2.05174  0.349
H5 -1.24421 -1.69149 4.02255  0.282
H6 1.69216 -0.78239 -2.90175  0.323
H7 1.23530 0.45794 -0.79002  0.010
H8 -0.04877 -0.71573 -2.69770  0.289
H9 2.42568 -1.97260 0.37743  0.239
H10 0.72541 0.33712 -3.88464  0.403
H11 0.82357 -2.43642 -0.10530  0.232
H12 -0.37904 2.44183 -2.56947  0.403
H13 -1.10181 1.24940 -1.47311  0.202
H14 1.88994 1.55888 -2.03129  0.292
H15 -2.59529 -0.64622 3.92659  0.291

* HOMO-LUMO gap: 9.4 eV
* E_HOMO: -8.73 eV

*ii*
Density functional theory data (wB97M-V/def2-TZVPD) for C5H15N3 as an isolated structure.

Each line ends with the Mulliken charge.
Element x y z (Å)
N1 2.42306 1.42813 0.69719  -0.718
N2 1.02590 -0.69873 -0.70947  -0.488
N3 0.58121 2.22356 -0.42594  -0.387
C1 -0.19894 -0.92451 1.34527  -1.479
C2 -0.83065 -2.19212 -0.75414  -1.554
C3 1.34671 2.13461 0.67944  -0.173
C4 -0.21633 -0.93643 -0.16822  1.216
C5 -1.62265 0.41760 -0.59050  -1.560
H1 2.94081 1.50470 1.56484  0.177
H2 0.89101 2.57554 1.57648  0.451
H3 1.66922 -0.05790 -0.21582  0.298
H4 1.05468 -0.62566 -1.71762  0.256
H5 0.49977 -1.68217 1.70749  0.417
H6 -0.52449 2.03262 -0.41799  0.214
H7 -1.67914 0.30522 -1.67525  0.303
H8 -0.24061 -3.05997 -0.45372  0.402
H9 -1.99208 1.36336 -0.18761  0.537
H10 -1.85176 -2.31846 -0.40291  0.341
H11 0.13369 0.03990 1.71898  0.265
H12 -0.83590 -2.15225 -1.84283  0.410
H13 -1.18436 -1.15486 1.74035  0.365
H14 -2.46047 -0.16568 -0.20015  0.397
H15 1.07132 1.94350 -1.26786  0.309

* HOMO-LUMO gap: 9.1 eV
* E_HOMO: -8.20 eV

The energy of each structure relative to the most stable one, in kJ/mol, is as follows: *i* 141.2; *ii* 0.0.

*i*
Density functional theory data (wB97M-V/def2-TZVPD) for C5H15N3 in the gas phase.

Each line ends with the Mulliken charge.
Element x y z (Å)
N1 0.70233 0.69460 2.22065  -0.616
N2 -2.81036 -0.90132 -2.10763  -0.624
N3 -0.84297 -1.04884 -0.68195  -0.223
C1 0.70885 0.05195 0.90257  0.212
C2 -2.19019 -1.52470 -0.98029  -0.716
C3 1.23400 0.95544 -0.19920  -0.301
C4 -0.69573 -0.47040 0.66151  -1.048
C5 2.68906 1.32604 0.04274  -1.223
H1 0.59828 1.85029 -0.12948  0.177
H2 1.47783 1.33896 2.36043  0.201
H3 -0.13819 -1.73995 -0.89720  0.237
H4 -2.31208 -1.03718 -2.97866  0.260
H5 1.08128 0.47931 -1.16736  0.328
H6 -2.14241 -2.61655 -1.03956  0.370
H7 -0.13814 1.17486 2.51351  0.232
H8 -0.90979 -1.23591 1.41164  0.400
H9 2.84182 2.04489 0.85967  0.343
H10 1.41165 -0.77125 1.08779  0.207
H11 -2.76830 0.10439 -1.96489  0.258
H12 3.31353 0.45023 0.20320  0.320
H13 3.09607 1.88620 -0.79781  0.364
H14 -2.78421 -1.33653 -0.08657  0.392
H15 -1.42233 0.32546 0.76690  0.450

* HOMO-LUMO gap: 9.9 eV
* E_HOMO: -8.73 eV

*ii*
Density functional theory data (wB97M-V/def2-TZVPD) for C5H15N3 as an isolated structure.

Each line ends with the Mulliken charge.
Element x y z (Å)
N1 0.73670 0.47521 0.27255  -0.619
N2 -1.72182 2.24585 -0.73439  -0.701
N3 2.34977 -1.85474 1.57298  -0.475
C1 0.21094 -0.62805 -0.27734  0.061
C2 -1.21810 1.45629 -1.88849  -0.519
C3 -1.65860 0.00549 -1.73902  -0.789
C4 2.65079 -0.61709 1.48854  -0.332
C5 -1.29358 -0.68413 -0.41411  -0.677
H1 -0.12949 1.52657 -1.99508  0.297
H2 0.79092 -1.45373 3.32996  -0.043
H3 -1.23920 -0.57811 -2.56502  0.351
H4 -2.73752 0.00717 -1.90575  0.387
H5 -1.04073 2.11178 0.01093  0.277
H6 -1.69660 -0.11536 0.42351  0.372
H7 -1.69410 -1.69925 -0.36633  0.380
H8 2.21221 0.08304 2.19427  0.297
H9 2.98022 -2.61868 1.75362  0.192
H10 3.41788 -0.32979 0.76736  0.297
H11 -1.59385 3.22132 -0.98202  0.248
H12 0.95997 -0.80442 3.69654  0.025
H13 0.42645 -0.37592 0.99588  0.156
H14 -1.63617 1.87231 -2.80324  0.448
H15 0.92391 -1.24574 -0.83536  0.365

* HOMO-LUMO gap: 8.6 eV
* E_HOMO: -8.29 eV

The energy of each structure relative to the most stable one, in kJ/mol, is as follows: *i* 0.0; *ii* 615.2.

*i*
Density functional theory data (wB97M-V/def2-TZVPD) for a 2-piece molecular cluster, C5H15N3 overall.

Each line ends with the Mulliken charge.
Element x y z (Å)
N1 1.39058 -0.38789 0.10981  -0.251
N2 -1.16753 -0.21687 0.20627  -0.028
N3 -0.46309 1.96368 -0.78908  -0.738
C1 -0.48022 1.11028 0.15358  0.096
C2 2.28701 0.25195 1.04615  -0.982
C3 1.86493 -0.31907 -1.25424  -1.067
C4 -1.90814 -0.49624 1.43075  -0.990
C5 -1.89186 -0.62203 -0.99294  -1.173
H1 1.21910 -0.91857 -1.89828  0.285
H2 -2.82196 -0.05947 -1.11292  0.346
H3 -1.28010 -0.43919 -1.87406  0.369
H4 -2.10827 -1.68986 -0.93370  0.361
H5 0.23928 -0.76136 0.28382  0.531
H6 1.88025 0.71470 -1.63284  0.319
H7 2.87633 -0.72787 -1.33728  0.346
H8 -1.34302 -0.14550 2.29243  0.317
H9 -2.05560 -1.57495 1.52468  0.326
H10 1.91580 0.13326 2.06568  0.308
H11 -0.67884 1.59789 -1.71263  0.250
H12 -0.28458 1.45792 1.16540  0.392
H13 2.40814 1.32476 0.82988  0.346
H14 3.28736 -0.19059 0.99912  0.292
H15 -2.88560 -0.00496 1.43040  0.343

* HOMO-LUMO gap: 8.2 eV
* E_HOMO: -7.39 eV

*ii*
Density functional theory data (wB97M-V/def2-TZVPD) for C5H15N3 in the gas phase.

Each line ends with the Mulliken charge.
Element x y z (Å)
N1 -2.03285 0.15650 -0.29679  -0.492
N2 0.27242 1.58635 0.57147  -0.705
N3 -0.59776 -0.32865 -0.56740  0.000
C1 -2.82369 -1.02193 0.05516  -0.823
C2 2.78596 0.20998 1.13776  -1.330
C3 -0.17095 0.11314 -1.89957  -1.021
C4 1.67477 -0.56578 0.44876  -0.281
C5 0.23484 0.14227 0.53338  0.039
H1 -0.67356 1.89037 0.34220  0.312
H2 0.46703 1.88961 1.52182  0.237
H3 -2.43617 0.55951 -1.14670  0.268
H4 -2.78107 -1.79197 -0.72487  0.295
H5 3.03701 1.10982 0.56562  0.326
H6 1.56608 -1.54411 0.93302  0.283
H7 -3.87323 -0.73586 0.18439  0.348
H8 3.69294 -0.40108 1.20011  0.396
H9 -0.19714 -0.20995 1.47881  0.327
H10 0.61234 -0.54126 -2.29235  0.290
H11 -0.97336 0.05744 -2.64529  0.416
H12 0.20104 1.14060 -1.97554  0.348
H13 2.50405 0.50769 2.15138  0.322
H14 -2.48185 -1.45525 1.00087  0.226
H15 1.99313 -0.76744 -0.57625  0.219

* HOMO-LUMO gap: 9.5 eV
* E_HOMO: -8.46 eV

The energy of each structure relative to the most stable one, in kJ/mol, is as follows: *i* 101.7; *ii* 0.0.